Formula: C39H90N2O10P
Source: OMol25
Level of theory: ωB97M-V/def2-TZVPD

Last columns: bonded neighbours and bond lengths (Å).
Geometry (Å):
1 C -0.42329 0.98840 0.23058  P10 1.934, H25 1.104, H126 1.103, N127 1.479
2 H 1.76317 1.90186 -6.59181  C97 1.095
3 C 3.40624 3.04605 -5.76946  H13 1.091, C91 1.520, O92 1.428, C97 1.520
4 H -6.39460 1.74477 5.88961  C121 1.092
5 H -7.91552 -2.24310 2.43329  C133 1.094
6 C -6.71009 3.07746 0.58182  H23 1.083, C24 1.369, N64 1.366
7 O -8.81511 3.08442 3.97478  C12 1.428, H33 0.963
8 C -8.02426 -2.37514 4.59043  C19 1.522, O112 1.427, C133 1.521, H137 1.091
9 C 5.63292 -4.49492 -0.82542  H28 1.093, C52 1.520, H56 1.092, H90 1.093
10 P 0.29724 2.77975 0.11921  C1 1.934, O31 1.783, C85 1.973, H106 1.463, C120 1.932, C131 1.916
11 H -2.13500 1.56887 1.24190  N127 1.013
12 C -7.54528 3.08069 4.62777  O7 1.428, H50 1.091, C53 1.522, C121 1.520
13 H 4.07994 2.99540 -4.91246  C3 1.091
14 H -2.50262 3.46761 -2.36754  C135 1.108
15 H -0.89604 -2.19977 5.55362  C73 1.092
16 H 4.87433 3.97288 -7.05687  C91 1.093
17 H -5.17773 0.30014 -0.08889  C55 1.082
18 C 0.37622 5.43403 1.27514  H41 1.096, C60 1.372, C85 1.493
19 C -8.91714 -3.60665 4.63344  C8 1.522, H26 1.091, H99 1.092, H114 1.094
20 H 4.82103 2.20356 -7.17403  C91 1.089
21 H 5.82169 -5.61241 2.97089  C118 1.094
22 C -7.10156 0.86247 0.81575  C24 1.432, H40 1.082, C55 1.374
23 H -6.80108 4.15647 0.61735  C6 1.083
24 C -7.62720 2.17446 1.04724  C6 1.369, C22 1.432, H139 1.083
25 H -0.73623 0.54272 -0.72998  C1 1.104
26 H -9.48102 -3.63825 5.56732  C19 1.091
27 H 5.31398 -2.41333 -7.38121  C129 1.094
28 H 5.38718 -5.54417 -1.00713  C9 1.093
29 H 5.87137 -0.05546 -7.55169  O107 0.964
30 H 4.22338 1.28807 -2.18416  C58 1.107
31 O 1.80575 2.19871 0.87157  P10 1.783, H124 0.962
32 H -3.99047 1.73387 -2.00014  C84 1.105
33 H -9.49931 3.02508 4.64995  O7 0.963
34 H 3.91052 -6.08101 1.28740  C62 1.093
35 H 0.64589 3.39157 -2.21254  C131 1.104
36 H 0.05327 4.95483 3.32431  C60 1.098
37 H 3.60881 1.10309 -0.56420  C58 1.097
38 H 4.38020 -1.77804 -10.30906  C86 1.091
39 H -0.99699 0.79420 2.18162  N127 1.014
40 H -7.49659 -0.11633 1.05188  C22 1.082
41 H -0.38344 6.19157 1.05071  C18 1.096
42 H 2.78742 2.95649 -2.75816  C65 1.109
43 H 3.55847 3.19622 -7.92528  C91 1.095
44 C 2.53674 -0.00638 -2.13591  C58 1.524, H103 1.094, H123 1.101, O136 1.455
45 H 6.42570 -6.92998 3.96385  C118 1.091
46 O 7.35817 -2.81878 -0.94385  H48 0.965, C52 1.426
47 H 8.33864 -4.24154 -2.96637  C141 1.091
48 H 6.75957 -2.27705 -1.47181  O46 0.965
49 C -0.02613 -0.38290 4.74402  C73 1.521, C75 1.522, H98 1.092, O111 1.425
50 H -6.78715 3.14973 3.84649  C12 1.091
51 C 2.92322 -1.94806 -0.87869  C63 1.520, O108 1.217, O136 1.366
52 C 7.06880 -4.18776 -1.21929  C9 1.520, O46 1.426, H104 1.092, C141 1.521
53 C -7.44333 4.28797 5.54872  C12 1.522, H74 1.095, H96 1.091, H100 1.091
54 H -1.11255 4.51593 -0.97077  C120 1.101
55 C -5.87741 1.06436 0.22431  H17 1.082, C22 1.374, N64 1.346
56 H 5.46966 -4.27574 0.23219  C9 1.092
57 H 2.46133 -2.19865 1.18152  C63 1.094
58 C 3.28212 1.21227 -1.60607  H30 1.107, H37 1.097, C44 1.524, C65 1.547
59 H 2.08148 4.51017 0.53661  C85 1.105
60 C 0.79314 5.25378 2.56999  C18 1.372, H36 1.098, H142 1.093
61 H 4.88991 -0.07985 -10.31274  C86 1.091
62 C 3.67304 -6.97687 1.86735  H34 1.093, H80 1.091, C87 1.520, H94 1.091
63 C 3.20126 -1.65515 0.58678  C51 1.520, H57 1.094, H82 1.099, H138 1.101
64 N -5.64049 2.38270 0.09380  C6 1.366, C55 1.346, C81 1.486
65 C 2.54955 2.56701 -1.74764  H42 1.109, C58 1.547, H71 1.095, C131 1.540
66 H 3.23525 -0.46241 -8.49872  C67 1.091
67 C 4.26496 -0.80163 -8.37443  H66 1.091, C86 1.521, O107 1.428, C129 1.521
68 H -3.28553 1.20316 -0.48485  C84 1.095
69 H 4.67515 -8.44991 3.06988  C87 1.091
70 H -7.45304 0.92660 4.72692  C121 1.089
71 H 3.03098 3.27319 -1.06375  C65 1.095
72 O 5.88443 -7.87804 1.53786  C87 1.428, H93 0.964
73 C -1.18527 -1.16918 5.33748  H15 1.092, C49 1.521, H105 1.094, H117 1.091
74 H -8.22677 4.25891 6.31264  C53 1.095
75 C 1.16039 -0.34408 5.69601  C49 1.522, H78 1.091, H89 1.094, H125 1.092
76 H -1.99291 3.77096 0.33311  C120 1.101
77 H 3.03845 0.91070 -5.85248  C97 1.092
78 H 1.98006 0.22959 5.26112  C75 1.091
79 H 0.56769 1.65776 -2.14857  C131 1.099
80 H 3.25396 -7.70445 1.17088  C62 1.091
81 C -4.45159 3.09322 -0.44361  N64 1.486, C84 1.527, H113 1.095, H130 1.098
82 H 3.16395 -0.58689 0.84147  C63 1.099
83 H 3.83287 -1.91908 -6.57640  C129 1.091
84 C -3.48866 2.09642 -1.08430  H32 1.105, H68 1.095, C81 1.527, C135 1.561
85 C 1.02885 4.60983 0.21538  P10 1.973, C18 1.493, H59 1.105, H134 1.108
86 C 4.90380 -1.00817 -9.73956  H38 1.091, H61 1.091, C67 1.521, H140 1.094
87 C 4.92157 -7.53172 2.53393  C62 1.520, H69 1.091, O72 1.428, C118 1.521
88 H -1.63584 1.95747 -2.13794  C135 1.095
89 H 0.88677 0.14796 6.63418  C75 1.094
90 H 4.93516 -3.87168 -1.38992  C9 1.093
91 C 4.21612 3.10064 -7.05477  C3 1.520, H16 1.093, H20 1.089, H43 1.095
92 O 2.64235 4.24450 -5.62570  C3 1.428, H109 0.963
93 H 6.11057 -7.07408 1.05691  O72 0.964
94 H 2.90950 -6.72073 2.60390  C62 1.091
95 H 3.74391 -2.88469 -8.06011  C129 1.091
96 H -6.47307 4.32408 6.04718  C53 1.091
97 C 2.47670 1.84280 -5.76339  H2 1.095, C3 1.520, H77 1.092, H102 1.092
98 H 0.27713 -0.83515 3.79790  C49 1.092
99 H -8.33128 -4.52368 4.54818  C19 1.092
100 H -7.58049 5.21230 4.98491  C53 1.091
101 H 7.11305 -5.52288 -2.93052  C141 1.092
102 H 1.89202 1.81288 -4.84163  C97 1.092
103 H 2.28758 0.06707 -3.19887  C44 1.094
104 H 7.75391 -4.78518 -0.61389  C52 1.092
105 H -1.53341 -0.70313 6.26440  C73 1.094
106 H -0.21068 2.98948 1.47478  P10 1.463
107 O 4.95798 0.22910 -7.67081  H29 0.964, C67 1.428
108 O 2.29719 -2.95983 -1.13452  C51 1.217
109 H 2.04187 4.30129 -6.37606  O92 0.963
110 H 4.81831 -6.25421 4.28553  C118 1.091
111 O -0.44884 0.94550 4.45018  C49 1.425, H128 0.963
112 O -8.82039 -1.19926 4.73196  C8 1.427, H115 0.963
113 H -4.03555 3.64019 0.40938  C81 1.095
114 H -9.64674 -3.58260 3.81892  C19 1.094
115 H -9.43665 -1.16614 3.99219  O112 0.963
116 H -6.60912 -1.41719 3.26700  C133 1.091
117 H -2.03010 -1.18076 4.64745  C73 1.091
118 C 5.52599 -6.52320 3.49937  H21 1.094, H45 1.091, C87 1.521, H110 1.091
119 H -6.60308 -3.18668 3.16501  C133 1.092
120 C -1.35695 3.53493 -0.53450  P10 1.932, H54 1.101, H76 1.101, C135 1.550
121 C -7.36835 1.78160 5.39625  H4 1.092, C12 1.520, H70 1.089, H122 1.095
122 H -8.14849 1.66939 6.15574  C121 1.095
123 H 1.61116 -0.12119 -1.55021  C44 1.101
124 H 1.64583 1.98773 1.79618  O31 0.962
125 H 1.51959 -1.35005 5.92288  C75 1.092
126 H 0.40640 0.35011 0.57771  C1 1.103
127 N -1.45441 0.81920 1.27711  C1 1.479, H11 1.013, H39 1.014
128 H -0.72141 1.36178 5.27458  O111 0.963
129 C 4.28573 -2.08305 -7.55522  H27 1.094, C67 1.521, H83 1.091, H95 1.091
130 H -4.82346 3.82023 -1.17734  C81 1.098
131 C 1.01441 2.52329 -1.63862  P10 1.916, H35 1.104, C65 1.540, H79 1.099
132 H 6.66178 -3.85115 -3.31745  C141 1.093
133 C -7.23839 -2.30792 3.28993  H5 1.094, C8 1.521, H116 1.091, H119 1.092
134 H 1.06974 5.12401 -0.76526  C85 1.108
135 C -2.16553 2.74769 -1.59634  H14 1.108, C84 1.561, H88 1.095, C120 1.550
136 O 3.36724 -1.18143 -1.91892  C44 1.455, C51 1.366
137 H -7.33399 -2.39319 5.43547  C8 1.091
138 H 4.18949 -2.02025 0.90548  C63 1.101
139 H -8.58230 2.36722 1.52041  C24 1.083
140 H 5.95149 -1.30463 -9.63465  C86 1.094
141 C 7.30805 -4.47503 -2.69400  H47 1.091, C52 1.521, H101 1.092, H132 1.093
142 H 1.83926 5.37936 2.85950  C60 1.093

- Calculated total energy: -2743.074263 hartree
- E_HOMO: -3.9 eV
- Total charge: -1
- LUMO energy: 1.991 eV